Record 1
Here is the molecule C7H10 from the OMol25 dataset. Energies are from ωB97M-V with the def2-TZVPD basis set.

```
17
Properties=species:S:1:pos:R:3:forces:R:3:lowdin_charge:R:1
C 2.737 0.305 -0.147 0.1492 0.0516 0.0113 -0.127
C 1.505 -0.573 0.061 -0.0573 0.1060 -0.1845 -0.319
C 0.274 0.139 -0.311 0.0659 -0.4105 -0.0086 0.041
C -0.867 -0.728 -0.704 0.0840 0.0277 -0.0003 -0.256
C -2.000 -0.509 0.330 -0.0981 -0.0024 0.0700 -0.219
C -2.271 0.918 0.527 -0.1708 0.5151 0.0356 -0.172
C -2.435 2.106 0.625 0.0125 -0.4680 -0.0434 0.107
H 2.784 0.613 -1.196 0.0903 -0.0657 0.1473 0.070
H 3.669 -0.209 0.105 -0.1063 0.0367 0.0119 0.066
H 2.646 1.216 0.452 0.0564 -0.1442 -0.0890 0.073
H 1.626 -1.600 -0.329 -0.0481 0.1479 -0.0318 0.108
H 1.312 -0.693 1.151 -0.0535 0.0343 -0.1324 0.144
H -1.229 -0.329 -1.664 0.0675 -0.0365 0.1225 0.126
H -0.675 -1.810 -0.828 0.0250 0.1673 0.1241 0.105
H -1.709 -0.975 1.280 -0.0740 0.1437 -0.1113 0.115
H -2.905 -1.027 -0.007 0.1148 0.0813 0.0375 0.113
H -2.525 3.167 0.690 -0.0576 -0.1845 0.0409 0.024
```
Forces are in eV/Å.

Results
HOMO energy (Ha): -0.2955
Lowest unoccupied orbital energy (eV): 0.16
Kohn-Sham gap (eV): 8.2

Record 2
Here is a structure of composition C29H25Cl5FIrN3O3 from the OMol25 dataset. Energies are from ωB97M-V with the def2-TZVPD basis set.

```
67
Properties=species:S:1:pos:R:3:forces:R:3:lowdin_charge:R:1
Ir -0.006 -3.463 0.078 -0.3719 0.0531 0.1161 1.126
C 4.587 2.228 -2.253 -0.0132 -0.0013 -0.0025 -0.056
C 4.124 2.132 -0.808 0.0086 0.0403 0.0008 -0.180
N 2.988 1.216 -0.646 -0.0221 -0.0836 -0.0243 -0.023
C 3.238 -0.070 -0.335 -0.0148 0.1309 0.0437 0.053
C 2.299 -1.053 -0.212 -0.1331 -0.0657 0.0448 -0.014
C 2.824 -2.447 0.106 0.1941 0.0945 -0.0521 -0.623
O 3.947 -2.527 0.577 -0.1102 0.0058 -0.1273 0.062
O 2.060 -3.418 -0.228 0.0817 -0.2332 0.1430 -0.178
C 0.934 -0.709 -0.373 0.2496 0.1961 0.1206 -0.253
O -0.064 -1.447 -0.171 -0.1710 -0.3372 -0.2563 -0.151
C 0.656 0.671 -0.768 -0.0423 -0.0127 0.0522 -0.031
C -0.669 1.053 -1.006 -0.0147 0.0050 0.0106 0.101
C -0.945 2.339 -1.362 -0.0407 -0.0237 0.0676 -0.186
F -2.231 2.714 -1.538 0.0181 0.0302 -0.0155 0.075
C 0.064 3.297 -1.529 0.0515 -0.0401 -0.0359 -0.157
C 1.371 2.920 -1.298 0.0004 -0.0058 -0.0567 0.068
C 1.686 1.612 -0.899 0.0232 -0.0189 -0.0060 -0.111
N -0.196 4.647 -1.914 0.0509 0.0782 0.0484 -0.096
C -0.198 5.606 -0.821 -0.0726 -0.0191 0.0159 -0.138
C 0.007 7.006 -1.366 0.0244 -0.0150 0.0151 -0.084
N -1.071 7.296 -2.377 -0.0032 -0.0268 0.0091 0.062
C -1.072 6.267 -3.479 -0.0024 -0.0283 -0.0224 -0.080
C -1.275 4.902 -2.852 0.0101 -0.0233 -0.0367 -0.151
H 5.444 2.896 -2.327 -0.0045 0.0042 0.0011 0.084
H 3.797 2.605 -2.903 0.0035 -0.0021 -0.0062 0.072
H 4.888 1.247 -2.621 0.0068 0.0010 -0.0005 0.087
H 3.842 3.106 -0.408 0.0062 -0.0076 0.0207 0.114
H 4.922 1.757 -0.171 -0.0035 -0.0174 -0.0136 0.129
H 4.272 -0.333 -0.148 -0.0059 -0.0283 -0.0048 0.154
H -1.462 0.326 -0.882 -0.0031 0.0055 0.0101 0.110
H 2.145 3.654 -1.470 -0.0022 0.0052 0.0064 0.117
H 0.615 5.385 -0.132 0.0052 -0.0045 -0.0059 0.141
H -1.136 5.567 -0.241 0.0070 0.0021 0.0069 0.145
H 0.955 7.084 -1.895 -0.0025 0.0185 0.0011 0.142
H -0.046 7.763 -0.586 -0.0272 0.0005 -0.0033 0.141
H -0.962 8.236 -2.759 0.0223 -0.0062 -0.0083 0.186
H -1.980 7.269 -1.907 -0.0034 0.0323 -0.0083 0.184
H -0.107 6.340 -3.977 -0.0035 0.0161 -0.0013 0.142
H -1.870 6.520 -4.174 -0.0093 0.0094 0.0151 0.142
H -1.262 4.154 -3.643 -0.0043 -0.0095 0.0082 0.152
H -2.269 4.865 -2.385 0.0021 -0.0046 0.0004 0.131
Cl -3.222 -1.466 0.563 0.0229 -0.0197 0.0120 0.683
C -3.184 -3.204 0.554 -0.0091 -0.0227 -0.0021 -0.685
C -1.984 -3.858 0.328 0.2515 0.1662 -0.0511 -0.377
C -2.054 -5.238 0.364 -0.0324 -0.0056 0.0089 -0.650
Cl -0.424 -5.880 0.122 0.1207 0.1506 0.1053 0.778
C -3.161 -6.006 0.624 -0.0040 0.0050 0.0408 -0.709
Cl -3.061 -7.715 0.684 -0.0003 0.0036 -0.0069 0.722
C -4.352 -5.313 0.859 -0.0285 0.0103 0.0060 -0.701
Cl -5.789 -6.191 1.201 0.0213 0.0112 -0.0125 0.695
C -4.360 -3.916 0.820 -0.0082 -0.0052 -0.0060 -0.700
Cl -5.833 -3.075 1.116 0.0198 -0.0162 -0.0059 0.685
C 0.168 -3.080 2.087 0.0091 0.4044 -0.1715 -0.190
C -0.193 -4.169 3.018 -0.0002 -0.3673 0.1951 -0.309
C 0.769 -5.099 3.415 0.0068 0.0268 -0.1638 -0.055
C 0.441 -6.144 4.260 -0.0415 -0.0934 0.0901 -0.079
C -0.856 -6.275 4.738 0.0186 0.0493 -0.0311 -0.083
C -1.818 -5.341 4.371 -0.0226 -0.0813 0.0756 -0.075
C -1.486 -4.296 3.526 -0.0228 0.0593 -0.1560 -0.052
H 1.212 -2.793 2.220 0.1294 -0.0571 -0.0233 0.074
H -0.450 -2.200 2.259 -0.1227 0.0754 0.0034 0.070
H 1.781 -5.004 3.036 -0.0076 0.0050 -0.0008 0.120
H 1.200 -6.860 4.549 0.0015 -0.0004 0.0077 0.105
H -1.114 -7.092 5.398 -0.0041 -0.0065 -0.0050 0.102
H -2.829 -5.428 4.748 -0.0005 0.0026 0.0059 0.106
H -2.242 -3.571 3.242 0.0189 -0.0084 0.0153 0.113
```
Forces are in eV/Å.

Results
Net charge: +1
HOMO energy (Ha): -0.3526
Lowest unoccupied orbital energy (eV): -3.45
Kohn-Sham gap (eV): 6.1

Record 3
Here is the molecule C4H10O2 from the OMol25 dataset. Energies are from ωB97M-V with the def2-TZVPD basis set.

```
16
Properties=species:S:1:pos:R:3:forces:R:3:lowdin_charge:R:1
C -0.378 -0.287 2.426 -0.1154 -0.1824 0.7085 -0.114
O -0.168 1.058 2.093 -0.0513 -0.1805 -0.1535 -0.186
C 0.470 1.011 0.885 -0.3522 -0.6458 -1.2615 -0.128
C -0.456 0.001 -0.418 0.3583 1.1918 0.2900 -0.163
O 0.634 -0.151 -1.266 0.4728 0.4077 -0.1334 -0.251
C 0.351 -0.464 -2.596 -0.0847 -0.0414 -0.3882 -0.125
H -1.135 -0.346 3.221 0.1676 -0.1915 -0.4593 0.101
H -0.610 -0.730 1.448 -0.6169 -0.8019 1.0330 0.048
H 0.568 -0.712 2.765 0.0182 -0.2637 0.2008 0.093
H 0.690 2.084 0.669 -0.5272 -0.9811 -0.9827 0.128
H 1.423 0.441 0.872 -0.4261 0.1501 0.1881 0.107
H -1.054 -0.999 -0.500 1.0424 1.2203 1.4588 0.131
H -1.217 0.724 -0.728 0.2138 0.3289 -0.5207 0.090
H -0.148 -1.442 -2.704 0.0460 0.1264 0.1066 0.088
H -0.284 0.305 -3.057 0.0461 -0.0851 -0.0168 0.090
H 1.314 -0.494 -3.110 -0.1915 -0.0518 -0.0698 0.090
```
Forces are in eV/Å.

Results
HOMO energy (Ha): -0.3499
Lowest unoccupied orbital energy (eV): 1.03
SMILES: COCCOC
Kohn-Sham gap (eV): 10.6

Record 4
Here is a cluster of 4 separate species, C19H30BF6IO18S3 in total from the OMol25 dataset. Energies are from ωB97M-V with the def2-TZVPD basis set.

```
78
Properties=species:S:1:pos:R:3:forces:R:3:lowdin_charge:R:1
O -0.680 1.192 2.334 1.3966 -1.8559 -4.7972 -0.035
C -0.344 0.789 1.203 -1.4070 2.7295 3.5345 -0.689
I 0.551 -1.224 1.053 -0.3139 0.8779 -0.1553 0.898
C -0.580 1.673 -0.108 -0.0177 -0.2995 -1.3329 -0.064
C 0.594 1.591 -1.193 0.8232 -2.3654 -0.1901 -0.209
O 0.129 1.816 -2.563 1.4861 2.9788 1.4521 0.046
C 0.653 3.108 -2.931 -2.2456 1.5479 -1.9341 -0.343
O 0.021 3.834 -3.733 3.6329 -3.0815 3.5074 0.126
O 1.875 3.364 -2.245 -3.4451 -0.8682 -0.7017 0.052
C 1.908 2.496 -1.046 0.8480 1.1993 -0.8029 -0.119
B 3.214 1.567 -1.357 2.5673 -1.1364 -1.0441 -0.439
O 3.867 1.719 -2.648 -1.5475 -1.2937 2.5478 0.125
O 3.762 0.565 -0.479 -2.3902 0.6912 -1.5915 0.092
C 1.982 3.613 0.125 -3.0329 2.3271 -0.9433 -0.064
O 1.268 4.642 -0.064 3.3057 -4.1958 1.6807 0.140
C 2.943 3.453 1.423 1.9459 -0.4834 -1.3667 -0.178
F 4.273 3.726 0.917 -2.8656 -0.5317 1.0309 0.073
F 3.003 2.106 1.897 -0.6202 3.3482 -0.7761 0.079
C 2.682 4.541 2.568 2.1458 0.8938 1.5146 -0.182
F 3.793 4.423 3.484 -2.5455 0.1055 -2.1422 0.062
F 2.761 5.892 2.086 -0.6000 -3.6840 0.9220 0.101
C 1.363 4.329 3.447 -0.7526 0.6738 2.3382 -0.193
F 1.571 5.082 4.663 -0.3957 -1.6832 -2.7740 0.067
F 1.120 2.996 3.858 0.9444 2.8028 -1.3718 0.090
C 0.008 4.903 2.807 -3.9242 0.1906 -2.0346 -0.271
O -0.869 4.239 2.223 4.1053 1.6609 2.3798 0.122
O -0.244 6.319 2.964 0.5930 -2.8498 1.2267 0.050
H -1.531 1.247 -0.618 1.6149 0.5142 0.7967 0.156
H -0.800 2.777 0.085 0.3150 -1.6125 0.4401 0.130
H 1.045 0.528 -1.296 -1.3100 1.3429 0.7410 0.113
H 4.266 0.839 -2.860 -0.0506 1.1429 0.3994 0.124
H 3.024 -0.065 -0.268 0.9633 0.6475 0.3704 0.050
H -0.958 6.328 3.657 0.7098 0.2782 -0.9590 0.140
O 0.598 -2.199 -2.345 0.2530 -0.3769 -0.3142 -0.349
S -0.011 -3.177 -3.211 -0.6961 -0.1222 -0.6070 0.597
O 0.488 -4.523 -3.307 0.1183 0.7834 0.2875 -0.273
O -0.134 -2.556 -4.700 -0.4260 -0.2439 0.8987 -0.258
C 1.052 -2.085 -5.339 0.9345 0.1242 -0.5024 -0.266
C 1.932 -3.230 -5.807 0.1145 -0.2611 0.1859 -0.076
C -1.744 -3.256 -2.852 0.0080 0.0760 -0.1758 -0.124
H 1.602 -1.408 -4.678 -0.1624 -0.0862 0.0852 0.112
H 0.736 -1.500 -6.207 -0.3007 -0.0763 0.2727 0.125
H 2.325 -3.799 -4.962 -0.0260 0.0661 -0.0768 0.069
H 2.783 -2.856 -6.381 -0.1202 0.0775 -0.0095 0.081
H 1.363 -3.926 -6.428 0.0364 0.1210 -0.0021 0.087
H -2.146 -2.244 -2.810 0.0885 -0.0522 -0.0590 0.074
H -1.859 -3.745 -1.884 0.1737 0.0033 -0.0801 0.081
H -2.239 -3.843 -3.624 0.0474 0.0525 0.0794 0.060
O 1.454 1.256 7.783 0.6457 0.1784 0.0182 -0.280
S 2.811 0.839 8.019 0.3027 -0.4915 -0.1769 0.604
O 3.804 1.742 8.539 -0.6842 -0.1651 -0.2767 -0.282
O 3.387 0.141 6.678 -0.3206 -0.1544 0.9714 -0.264
C 3.364 0.888 5.461 0.1220 0.7245 -0.8194 -0.263
C 4.427 1.972 5.446 0.0680 0.1863 0.2224 -0.068
C 2.793 -0.608 9.041 0.0437 -0.1225 -0.1230 -0.124
H 2.369 1.308 5.287 0.0407 -0.0991 0.1940 0.102
H 3.563 0.183 4.649 -0.0848 -0.1842 0.3472 0.124
H 4.225 2.736 6.200 -0.0077 -0.0529 -0.0905 0.075
H 4.463 2.467 4.474 -0.0162 -0.1987 0.0483 0.056
H 5.411 1.552 5.667 -0.0862 -0.0221 -0.0767 0.089
H 2.071 -1.318 8.641 0.0677 0.0908 -0.0141 0.074
H 2.500 -0.300 10.045 0.0127 0.1177 -0.1442 0.076
H 3.795 -1.037 9.063 -0.0781 0.0799 -0.0379 0.074
O -4.641 -4.501 -3.817 -0.5601 -0.2433 0.1812 -0.287
S -5.866 -4.281 -3.091 -0.5339 0.4987 0.0945 0.608
O -6.585 -5.358 -2.465 0.6080 0.2858 -0.4856 -0.275
O -6.886 -3.442 -4.025 0.6842 -0.0049 0.8395 -0.263
C -7.227 -3.973 -5.306 -0.3734 -0.5829 -0.8921 -0.266
C -8.180 -5.150 -5.191 0.0362 -0.2716 0.2018 -0.076
C -5.585 -3.028 -1.871 -0.0569 0.1331 -0.0963 -0.121
H -6.325 -4.248 -5.861 0.0280 0.0519 0.2046 0.117
H -7.717 -3.171 -5.864 0.1948 0.1302 0.3466 0.124
H -7.702 -5.999 -4.698 -0.0335 0.0771 -0.0708 0.070
H -8.508 -5.480 -6.179 0.0347 0.1389 0.0163 0.082
H -9.055 -4.881 -4.595 0.0509 0.0353 -0.1099 0.086
H -5.072 -2.187 -2.335 -0.0832 -0.0725 -0.0133 0.070
H -4.963 -3.463 -1.088 -0.0678 -0.1011 -0.1338 0.076
H -6.544 -2.721 -1.454 0.0709 -0.0591 -0.0720 0.076
```
Forces are in eV/Å.

Results
HOMO energy (Ha): -0.3815
Lowest unoccupied orbital energy (eV): -1.42
SMILES: O=C(I)C[C@H]1OC(=O)O[C@@]1(B(O)O)C(=O)C(F)(F)C(F)(F)C(F)(F)C(=O)O.CCOS(C)(=O)=O.CCOS(C)(=O)=O.CCOS(C)(=O)=O
Kohn-Sham gap (eV): 9.0